C42H41ClO2P2Pt | ωB97M-V with the def2-TZVPD basis set

Cartesian coordinates (Å):
Pt1 -0.420 -0.703 -1.230
C1 2.924 2.131 2.632
C2 2.500 0.811 2.548
C3 1.607 0.246 3.620
C4 0.201 0.408 3.060
C5 -0.295 1.828 3.008
C6 0.257 2.973 3.419
C7 1.345 3.149 4.440
C8 2.723 3.097 3.839
C9 0.024 1.327 -1.012
H1 3.709 2.464 2.020
H2 3.181 0.078 2.101
H3 1.698 0.745 4.585
H4 1.865 -0.811 3.784
H5 0.272 0.036 2.011
H6 -0.495 -0.255 3.595
H7 -1.156 1.893 2.344
H8 -0.154 3.894 3.007
H9 1.292 2.406 5.240
H10 1.193 4.115 4.931
H11 2.970 4.070 3.416
H12 3.483 3.020 4.643
H13 1.118 1.480 -0.891
H14 -0.497 1.884 -0.215
H15 -0.312 1.695 -1.988
P1 -0.332 -3.024 -1.794
P2 -2.507 -1.457 -1.165
C10 -1.182 -3.554 -0.275
C11 -2.205 -2.742 0.091
C12 -0.106 -4.635 -2.797
C13 -0.143 -5.925 -2.221
C14 0.275 -7.051 -2.949
C15 0.687 -6.915 -4.280
C16 0.664 -5.651 -4.884
C17 0.260 -4.528 -4.151
C18 1.416 -2.667 -1.497
C19 1.719 -1.286 -1.600
C20 2.884 -0.774 -0.991
C21 3.774 -1.699 -0.433
C22 3.489 -3.080 -0.415
C23 2.280 -3.585 -0.917
C24 -3.831 -2.325 -2.282
C25 -3.519 -3.474 -3.044
C26 -4.489 -4.157 -3.792
C27 -5.812 -3.710 -3.813
C28 -6.159 -2.595 -3.045
C29 -5.189 -1.934 -2.277
C30 -3.518 -0.173 -0.389
C31 -3.751 0.969 -1.171
C32 -4.339 2.091 -0.588
C33 -4.707 2.057 0.763
C34 -4.516 0.895 1.523
C35 -3.921 -0.229 0.949
H16 -0.968 -4.534 0.129
H17 -2.908 -2.884 0.902
H18 -0.491 -6.060 -1.197
H19 0.289 -8.035 -2.474
H20 1.024 -7.789 -4.841
H21 0.973 -5.545 -5.928
H22 0.242 -3.544 -4.625
H23 1.128 -0.657 -2.344
H24 3.057 0.305 -0.996
H25 4.732 -1.365 -0.030
H26 4.223 -3.786 -0.033
H27 2.018 -4.636 -0.902
H28 -2.498 -3.865 -3.054
H29 -4.215 -5.048 -4.364
H30 -6.563 -4.220 -4.417
H31 -7.196 -2.244 -3.042
H32 -5.516 -1.099 -1.652
H33 -3.437 0.976 -2.215
H34 -4.505 2.987 -1.191
H35 -5.144 2.944 1.225
H36 -4.828 0.870 2.571
H37 -3.762 -1.134 1.532
Cl1 4.846 8.970 3.408
C36 4.150 7.730 2.454
C37 4.923 7.078 1.471
C38 4.375 5.997 0.770
C39 3.065 5.557 1.030
C40 2.274 6.287 1.933
C41 2.814 7.352 2.665
C42 2.550 4.231 0.444
O1 3.427 3.509 -0.080
O2 1.307 4.048 0.598
H38 5.940 7.412 1.287
H39 4.978 5.479 0.028
H40 1.231 6.011 2.074
H41 2.211 7.876 3.402

Results
* <S²>: 2.017
* E_LUMO (alpha / beta): 0.007 / -0.121 hartree
* spin multiplicity: 3
* E_tot: -3037.443754 hartree
* gap between HOMO and LUMO (alpha / beta): 5.612 / 4.048 eV